[1]
16
Properties=species:S:1:pos:R:3:forces:R:3:mulliken_charge:R:1 method="wB97M-V/def2-TZVPD" smiles=NCCNCO gap_ha=0.3504 charge=0
O 1.832718 1.386691 1.129807 0.1 -0.1 0.1 -0.531
N 0.675282 0.975426 -0.918379 0.7 -0.5 0.5 -0.317
N -1.748813 -1.634487 0.330237 0.4 0.1 -0.3 -0.548
C 1.870704 0.721356 -0.131335 -0.3 0.1 -0.2 -0.335
C -1.239767 -0.249760 0.274157 0.0 -1.2 -0.1 -0.208
C -0.298158 -0.105161 -0.938921 -0.9 0.5 0.2 -0.755
H -0.941856 0.082533 -1.800127 0.1 -0.3 -0.2 0.286
H -1.779122 -2.030187 1.256347 -0.2 0.1 0.0 0.181
H 2.726362 1.112076 -0.662249 0.3 0.3 -0.1 0.279
H 2.031761 -0.352003 -0.021270 -0.1 -0.1 0.0 0.290
H -2.075407 0.445088 0.231972 0.1 0.4 0.1 0.236
H -2.621388 -1.756252 -0.155467 -0.1 -0.1 0.1 0.193
H 1.771297 0.746732 1.842359 -0.1 0.0 0.0 0.300
H -0.686006 -0.110634 1.187877 0.2 0.4 0.4 0.285
H 0.178776 -1.081262 -1.056455 0.2 0.3 -0.2 0.406
H 0.303610 1.849840 -0.568558 -0.3 0.0 -0.2 0.240

[2]
17
Properties=species:S:1:pos:R:3:forces:R:3:mulliken_charge:R:1 method="wB97M-V/def2-TZVPD" gap_ha="0.1083 / 0.3565" multiplicity=2 charge=-1
O -0.732148 -3.490949 -2.405168 0.1 -0.3 0.3 -0.589
O 0.276719 -0.579323 -0.891822 0.0 -0.5 -0.2 0.225
N 0.923224 2.899035 -0.177578 0.1 -0.1 0.2 -0.836
N 0.406125 0.762974 0.927105 0.0 -0.3 0.4 0.425
C -0.059588 -0.323844 0.258113 -0.2 0.8 0.2 -1.205
C -1.074679 -1.126982 1.017177 -0.3 -0.2 0.0 -2.199
C 1.398988 1.637231 0.396579 0.6 0.7 -0.9 -1.689
H -1.697865 -0.532439 1.697000 0.2 0.1 0.0 1.179
H 2.167617 1.914134 1.115303 -0.3 -0.1 0.6 0.845
H 1.959894 1.122536 -0.373649 -0.2 -0.3 -0.2 0.067
H 0.267648 2.723627 -0.931131 0.0 -0.1 0.1 0.380
H -0.580989 -2.757501 -1.785946 -0.1 0.1 -0.3 0.347
H -0.048606 1.039776 1.802285 0.1 -0.2 -0.1 0.798
H -1.304675 -3.172924 -3.106373 0.0 0.3 0.1 0.332
H -0.562907 -1.892822 1.599238 0.0 -0.1 0.0 0.052
H 0.409744 3.375512 0.556558 -0.1 0.2 -0.1 0.481
H -1.748503 -1.598040 0.302310 0.0 -0.2 0.0 0.385

[3]
17
Properties=species:S:1:pos:R:3:forces:R:3:mulliken_charge:R:1 method="wB97M-V/def2-TZVPD" smiles="CNCN.O=CO" gap_ha=0.3467 charge=0
O 0.670297 -0.867469 -2.376094 -0.7 0.2 -0.3 -0.430
O -0.910446 0.229663 -3.567557 0.6 -0.2 0.6 -0.427
N -0.040937 1.211478 0.690855 0.2 -0.9 -1.0 -0.554
N 0.830699 0.177244 2.721257 -0.8 -0.7 -0.9 -0.362
C -0.439594 -0.815351 -2.810730 -0.3 0.5 -0.7 0.237
C 0.049451 1.256258 2.134609 0.1 0.2 -0.4 -0.504
C 0.143929 -1.132544 2.786043 0.2 0.1 -1.5 -0.786
H 0.896787 1.168902 0.238878 -1.0 0.0 0.6 0.262
H -0.226495 -1.443741 1.753988 0.7 0.4 1.2 0.217
H 0.900648 -1.843388 3.100389 -0.1 -0.3 0.0 0.301
H -0.720478 -1.236684 3.444894 -0.1 0.4 0.3 0.289
H -1.868890 0.194076 -3.697133 0.2 -0.3 0.1 0.337
H -1.199205 -1.604240 -2.725321 0.0 -0.2 0.3 0.280
H -0.568260 0.373376 0.374462 0.6 0.9 0.3 0.192
H 0.490390 2.233555 2.377918 0.1 -0.4 0.2 0.375
H -0.973615 1.259545 2.511943 -0.3 0.1 0.1 0.356
H 1.139260 0.429811 3.624872 0.4 0.3 1.0 0.216

[4]
17
Properties=species:S:1:pos:R:3:forces:R:3:mulliken_charge:R:1 method="wB97M-V/def2-TZVPD" smiles="NCCC(N)=O.O" gap_ha=0.3546 charge=0
O 0.511595 -2.058679 -1.549168 -0.8 0.2 -1.2 -0.640
O 1.851754 1.951647 0.805497 -0.3 0.2 0.6 -0.612
N 1.997194 0.048071 -0.367341 -0.6 0.0 -0.3 -0.304
N -2.221489 0.022347 0.843464 -0.6 -0.1 0.7 -0.596
C -0.812261 0.273243 1.177789 -0.8 -1.6 -1.7 -0.559
C 1.270912 1.091315 0.177641 0.9 0.1 -1.0 0.399
C -0.245947 1.091441 -0.023299 1.1 0.1 2.5 -0.450
H -2.689864 -0.446039 1.613414 0.0 0.2 0.0 0.232
H -2.364347 -0.591666 0.051691 0.4 0.0 -0.1 0.205
H -0.256137 -0.651677 1.315960 0.2 -0.3 -0.1 0.289
H 0.544340 -2.218171 -2.501965 0.9 -0.7 -0.1 0.335
H -0.647648 2.054289 0.289442 0.3 0.4 -1.2 0.273
H -0.512198 0.768369 -1.030336 -0.4 -0.2 0.3 0.359
H -0.311229 -1.557674 -1.628715 -0.2 0.2 1.1 0.279
H 1.699917 -0.515627 -1.159626 -0.3 0.1 0.7 0.188
H -0.795399 0.737702 2.154508 0.3 0.8 -0.2 0.398
H 2.980804 0.001113 -0.168961 0.0 0.4 0.1 0.204

[5]
17
Properties=species:S:1:pos:R:3:forces:R:3:mulliken_charge:R:1 method="wB97M-V/def2-TZVPD" gap_ha=0.3642 charge=0
O -1.637949 1.145021 0.930104 2.6 -1.6 -1.3 -0.705
O 2.073534 -0.388658 0.506473 1.8 1.5 2.4 -0.530
N -1.006144 -2.077550 -0.347540 -0.7 1.3 1.4 -0.773
N -0.602305 -0.748078 -0.712945 -0.5 -0.9 -1.1 -0.069
C 0.175522 1.402083 -1.020393 -0.2 1.6 2.0 -1.305
C -0.128559 0.333975 -0.009641 -2.0 -0.8 1.6 1.029
C 0.873071 -0.080372 1.147866 -1.8 -2.1 -2.2 -0.705
H 0.496629 -1.061906 1.614728 0.1 1.9 -0.1 0.270
H -1.027728 1.661649 1.463714 -0.3 0.4 0.4 0.277
H 1.913768 -0.816789 -0.278623 -0.6 -1.7 -2.9 0.338
H 1.196718 1.739108 -1.063006 0.5 0.0 0.4 0.281
H 1.120081 0.693868 1.806948 -0.2 1.0 1.2 0.410
H -0.082242 1.139333 -2.004838 -0.6 -0.5 -1.2 0.390
H -0.153350 -2.481096 0.068633 -1.3 -0.3 0.3 0.259
H -1.918315 -2.077492 0.269642 2.8 0.1 -1.2 0.279
H -0.491944 2.208909 -0.671160 0.5 0.0 -0.6 0.352
H -0.800782 -0.592004 -1.699965 -0.1 0.0 0.7 0.203

[6]
17
Properties=species:S:1:pos:R:3:forces:R:3:mulliken_charge:R:1 method="wB97M-V/def2-TZVPD" smiles=CN(C)[N@@H+]([O-])CO gap_ha=0.3657 charge=0
O -2.861472 -0.980966 -0.321210 0.3 -0.3 -0.2 -0.509
O -0.453380 -1.662731 -0.876486 -0.7 -0.9 -0.9 -0.800
N 0.725126 -0.050497 0.301542 -0.9 -0.4 0.4 -0.201
N -0.619026 -0.424237 -0.598850 2.8 1.1 1.0 0.374
C 0.771802 1.236326 0.954913 -0.6 0.3 -0.4 -0.871
C 1.911241 -0.288381 -0.491757 -0.5 -0.1 -0.7 -0.871
C -1.858563 -0.200725 0.217738 0.0 -0.1 0.5 -0.304
H 0.007662 1.308005 1.728826 -0.1 0.1 -0.1 0.288
H 0.679094 2.072095 0.242997 0.0 0.1 0.2 0.341
H 1.729443 1.340178 1.469952 0.0 -0.1 -0.2 0.336
H 1.783822 -1.212333 -1.055898 0.0 0.0 0.1 0.296
H -0.571630 0.225287 -1.414971 -0.1 -0.3 0.2 0.332
H -2.147225 0.849523 0.175980 0.1 0.0 0.0 0.306
H 2.775260 -0.389778 0.166745 -0.2 0.0 0.1 0.324
H -1.586084 -0.518581 1.232517 0.1 0.2 -0.1 0.260
H 2.109684 0.525851 -1.204232 0.1 0.1 0.0 0.326
H -2.395754 -1.829039 -0.527806 -0.3 0.4 0.0 0.373

[7]
17
Properties=species:S:1:pos:R:3:forces:R:3:mulliken_charge:R:1 method="wB97M-V/def2-TZVPD" smiles="CNCC(N)=O.O" gap_ha=0.3810 charge=0
O 2.595576 1.128367 -1.029501 -0.2 -0.2 0.0 -0.622
O -2.213647 1.212822 0.215428 -0.4 -0.3 0.1 -0.717
N 0.204010 -0.350421 0.700150 -0.1 -0.9 0.0 -0.297
N 0.434351 1.718860 -1.373053 0.0 -0.3 0.1 -0.358
C -0.321920 -1.630574 1.185304 0.1 0.5 1.0 -0.980
C 0.923174 -0.527044 -0.568151 -0.5 0.7 0.1 -0.545
C 1.409900 0.844911 -1.006276 0.2 0.3 -0.3 0.378
H -0.515057 1.559479 -1.063173 -0.1 0.0 0.0 0.237
H 0.221033 -0.929774 -1.299949 0.0 0.0 0.0 0.384
H -1.081612 -1.991493 0.513691 -0.1 -0.3 -0.4 0.356
H 1.788052 -1.171337 -0.501595 0.3 -0.3 0.1 0.367
H -1.634798 0.636726 0.747964 0.1 0.1 -0.3 0.371
H -3.045697 0.727611 0.107834 0.3 0.2 0.0 0.317
H 0.725843 2.662328 -1.564568 0.0 0.0 0.1 0.243
H -0.804551 -1.488084 2.155896 -0.1 0.2 -0.1 0.323
H 0.876349 -0.022743 1.373694 0.2 0.3 0.3 0.161
H 0.438992 -2.379634 1.406305 0.2 -0.3 -0.5 0.381

[8]
17
Properties=species:S:1:pos:R:3:forces:R:3:mulliken_charge:R:1 method="wB97M-V/def2-TZVPD" smiles="NCCN.O=CO" gap_ha=0.3841 charge=0
O 0.443339 -1.057837 2.309312 -0.2 -0.7 -0.6 -0.457
O 1.785369 -1.824852 0.667180 -0.2 -0.1 -0.2 -0.471
N 0.319481 2.113794 -1.627137 0.1 0.1 0.1 -0.671
N -1.276477 -0.811747 0.094285 0.2 0.4 0.7 -0.609
C 0.284069 0.890025 -0.827187 0.1 0.2 0.4 -0.302
C -1.165914 0.491768 -0.610950 0.0 -1.1 -0.4 -0.609
C 1.437420 -1.800577 1.818502 0.1 0.1 0.1 0.143
H -2.250910 -1.033328 0.273236 0.1 0.0 0.0 0.207
H -0.199714 -0.945926 1.529539 0.1 0.6 0.2 0.441
H -1.656992 1.274490 -0.029867 -0.1 -0.2 0.0 0.308
H -1.675660 0.357984 -1.569031 0.1 0.6 -0.1 0.321
H 0.853462 0.115314 -1.340498 -0.2 -0.1 0.0 0.375
H 1.269379 2.310940 -1.921029 -0.1 0.0 0.0 0.244
H 0.753181 1.013297 0.162967 0.0 -0.1 -0.2 0.237
H -0.889100 -1.562152 -0.466380 0.0 0.1 -0.1 0.259
H 1.922896 -2.426844 2.578337 0.0 0.2 0.2 0.357
H 0.046169 2.895650 -1.041279 0.0 0.0 -0.1 0.228

[9]
17
Properties=species:S:1:pos:R:3:forces:R:3:mulliken_charge:R:1 method="wB97M-V/def2-TZVPD" smiles="NCCNC=O.O" gap_ha=0.3885 charge=0
O -1.823793 -0.807991 1.877293 -0.3 -0.2 -0.1 -0.571
O -2.558384 1.006680 -0.600288 -0.7 0.5 1.3 -0.647
N 2.831584 0.517544 -1.565633 -0.4 0.0 -0.2 -0.600
N -0.199781 -0.448139 0.340599 -0.3 -0.3 -0.4 -0.045
C -0.675351 -0.936016 1.505655 0.5 0.5 0.6 0.027
C 1.127005 -0.559886 -0.200628 0.6 -0.8 -0.5 -0.705
C 1.529552 0.696992 -0.945917 -0.3 0.4 0.7 -0.434
H 1.878430 -0.755334 0.565739 -0.2 0.1 0.4 0.367
H 3.027134 1.317788 -2.146912 0.2 0.0 -0.1 0.233
H 1.220053 -1.415376 -0.882294 -0.2 0.1 0.0 0.281
H -3.469037 1.292822 -0.421178 -0.1 -0.1 -1.0 0.302
H 0.785673 0.955239 -1.706484 0.1 -0.2 0.0 0.394
H -2.325087 0.987084 0.346070 0.7 -0.4 -0.2 0.294
H -0.919702 -0.278120 -0.351492 -0.1 0.2 0.1 0.341
H 0.092365 -1.368216 2.172670 0.1 -0.1 -0.2 0.283
H 1.480955 1.500280 -0.187064 0.1 0.1 -0.3 0.261
H 3.551103 0.462099 -0.864110 0.2 0.0 0.2 0.219

[10]
17
Properties=species:S:1:pos:R:3:forces:R:3:mulliken_charge:R:1 method="wB97M-V/def2-TZVPD" smiles="CC(=O)CO.NN" gap_ha=0.3655 charge=0
O -1.543832 -0.801170 0.607709 0.0 -0.2 -1.8 -0.601
O 0.969278 1.533222 1.473837 0.0 0.1 -0.4 -0.569
N -0.692914 0.616771 -1.555572 0.4 0.5 0.0 -0.479
N 0.009802 -0.188666 -2.504353 0.3 0.0 0.0 -0.534
C 1.366936 -0.777786 0.990317 0.1 0.1 -0.3 -1.096
C -1.014597 0.122945 1.490514 1.1 0.7 -0.2 -0.384
C 0.515539 0.434609 1.262418 -1.0 -0.6 1.1 0.667
H 0.617685 -0.818085 -1.983001 -0.2 0.1 -0.2 0.252
H 0.799351 -1.517882 0.429780 0.0 -0.1 0.0 0.272
H -1.376483 -0.450483 -0.349304 -0.3 -0.3 1.8 0.472
H -1.536999 1.085398 1.470003 0.0 0.0 0.1 0.264
H -1.446017 1.094840 -2.044406 0.2 -0.1 0.2 0.253
H -0.094339 1.312743 -1.071866 -0.5 -0.4 -0.6 0.246
H 1.640790 -1.221793 1.951952 0.0 0.1 0.0 0.348
H -1.079954 -0.296654 2.500876 0.0 0.1 0.0 0.356
H 2.277209 -0.495253 0.466399 0.1 0.0 0.0 0.296
H 0.588543 0.367241 -3.135303 -0.1 -0.1 0.3 0.237

[11]
17
Properties=species:S:1:pos:R:3:forces:R:3:mulliken_charge:R:1 method="wB97M-V/def2-TZVPD" smiles="NCCC(N)=O.O" gap_ha=0.3770 charge=0
O -0.848020 0.688225 0.161024 -0.1 -0.3 -0.7 -0.555
O -5.666540 -0.321689 -3.193419 0.0 0.5 0.3 -0.641
N -0.342251 -0.626217 1.919740 -0.4 0.1 -1.9 -0.511
N 2.217804 1.519769 0.650069 0.1 -0.2 1.0 -0.528
C 2.431423 0.105521 0.476541 1.7 -2.4 -2.5 -0.410
C -0.089450 -0.145860 0.577580 1.5 0.1 1.2 0.471
C 1.210136 -0.625430 -0.135227 -2.4 1.4 -0.2 -0.665
H -6.271396 0.420493 -3.083250 -0.3 -0.2 -0.2 0.319
H 2.934360 -0.548844 1.202473 -0.6 0.8 1.1 0.315
H 2.922004 2.103631 0.224777 0.1 -0.3 -0.2 0.227
H 3.215054 -0.091338 -0.305252 -0.5 0.7 0.2 0.295
H 1.097079 -1.707279 -0.246148 1.0 -0.1 0.6 0.430
H -1.330530 -0.780170 1.738398 -0.3 -0.2 1.4 0.275
H -4.912064 0.006017 -2.691847 0.3 -0.3 0.0 0.321
H 2.239526 1.734432 1.638099 -0.3 0.2 0.0 0.208
H 1.064735 -0.260781 -1.159018 0.2 0.1 0.2 0.204
H 0.128135 -1.470483 2.225461 0.0 0.0 -0.4 0.243

[12]
17
Properties=species:S:1:pos:R:3:forces:R:3:mulliken_charge:R:1 method="wB97M-V/def2-TZVPD" smiles="CNC(=O)CN.O" gap_ha=0.3581 charge=0
O -1.436939 0.925800 3.333731 -0.1 -0.3 0.2 -0.627
O -0.661372 -1.682424 -1.380563 -0.6 -0.2 0.3 -0.530
N 1.077487 -0.642916 -0.327899 0.0 0.3 -0.2 -0.171
N 0.312791 1.356104 -2.299106 0.2 0.6 0.5 -0.581
C 1.168560 -1.260723 0.965067 -0.4 -1.7 -0.2 -0.600
C -0.670222 0.734630 -1.407828 0.7 -1.6 -1.4 -0.280
C -0.117608 -0.655439 -1.073700 0.8 0.2 0.3 0.278
H 0.250350 1.019565 -3.249058 -0.2 -0.2 0.0 0.207
H 1.856881 -0.129210 -0.693568 -0.2 0.5 0.2 0.299
H -1.239166 0.141250 2.812533 0.1 0.1 -0.2 0.306
H 0.896929 -2.323055 0.902210 -0.1 0.0 -0.1 0.318
H -1.615221 0.548038 -1.914459 -0.4 0.3 0.3 0.259
H 0.191003 2.357353 -2.339147 0.0 0.1 0.0 0.201
H -1.918635 0.550195 4.081529 0.0 0.3 0.0 0.320
H 2.184153 -1.305688 1.349495 0.0 0.6 0.0 0.349
H -0.742255 1.220991 -0.454038 -0.2 0.7 0.2 0.312
H 0.463256 -0.854464 1.694798 0.3 0.4 0.1 -0.061

Computed values of energy (unit: hartree) for the preceding records, in sequence: -305.0226, -380.2804, -380.2711, -380.2928, -380.1670, -380.1497, -380.3129, -380.3022, -380.2974, -380.2449, -380.2710, -380.2728.
Computed values of energy relative to the best compared isomer or geometry (same formula, charge and spin) (unit: kcal/mol) for the preceding records, in sequence: 32.7, 1.7, 41.2, 27.5, 106.5, 117.3, 14.9, 21.6, 24.6, 57.6, 41.2, 40.1.